# 1
Below is a single C7H12O7S molecule, with properties calculated with the ωB97M-V functional and the def2-TZVPD basis.

Last column: natural (NBO) charge in e.
Cartesian coordinates (Å):
C1 -0.64 0.53 -3.08  -0.62
C2 0.86 0.40 -2.62  -0.23
C3 1.32 0.34 -1.36  0.32
C4 2.76 0.30 -1.00  -0.68
O1 0.23 0.43 -0.43  -0.53
C5 0.20 -0.22 0.75  0.71
O2 0.70 -1.55 0.62  -0.71
O3 1.01 0.42 1.71  -0.69
S1 0.22 0.48 3.14  2.53
O4 0.24 -0.90 3.60  -0.98
O5 0.73 1.44 4.05  -0.83
O6 -1.23 0.62 2.48  -0.70
C6 -1.27 -0.35 1.35  0.48
C7 -2.34 0.09 0.32  -0.66
O7 -1.56 -1.58 1.90  -0.70
H1 -0.90 -0.23 -3.83  0.22
H2 -1.31 0.38 -2.30  0.21
H3 -0.74 1.48 -3.57  0.22
H4 1.58 0.35 -3.36  0.19
H5 2.87 -0.75 -0.71  0.24
H6 2.87 0.95 -0.14  0.24
H7 3.25 0.41 -1.91  0.23
H8 0.36 -2.10 1.27  0.49
H9 -1.97 0.64 -0.55  0.25
H10 -2.96 0.87 0.86  0.24
H11 -3.01 -0.80 0.07  0.25
H12 -1.26 -1.66 2.75  0.51

Properties
E_LUMO, eV: 0.64
Orbital gap, Ha: 0.360
SMILES string: C/C=C(/C)O[C@@]1(O)OS(=O)(=O)O[C@]1(C)O
E_HOMO, eV: -9.15

# 2
Below is 2 unconnected molecules or ions with the total composition C2H2O3S, with properties calculated with the ωB97M-V functional and the def2-TZVPD basis.

Last column: natural (NBO) charge in e.
Cartesian coordinates (Å):
C1 -0.71 -0.71 0.41  0.75
C2 -0.76 0.37 1.55  -0.69
O1 1.67 0.80 -0.64  -0.85
O2 1.17 0.01 -2.89  -0.85
O3 -0.56 -1.10 -0.64  -0.48
S1 1.60 -0.27 -1.56  1.67
H1 -1.58 0.94 1.23  0.22
H2 -0.83 -0.04 2.54  0.23

Properties
E_LUMO (alpha / beta), eV: -0.49 / -0.49
Orbital gap (alpha / beta), Ha: 0.328 / 0.328
E_HOMO (alpha / beta), eV: -9.41 / -9.41
Relative energy (zero: lowest compared OMol25 entry of this formula, charge and spin), kcal per mole: 79.2

# 3
Below is a molecular structure, C41H59N7O2PRb, with properties calculated with the ωB97M-V functional and the def2-TZVPD basis.

Last column: Mulliken charge in e.
Cartesian coordinates (Å):
Rb1 0.25 0.29 -0.11  0.66
C1 1.58 -3.34 0.89  -1.12
C2 2.54 -2.33 1.51  -0.98
N1 1.88 -1.28 2.29  0.48
C3 1.20 -1.76 3.48  -1.83
C4 -0.26 -2.14 3.28  0.74
C5 -0.85 -2.98 4.21  -0.96
C6 -2.17 -3.35 4.03  -0.92
C7 -2.83 -2.92 2.89  -1.04
C8 -2.16 -2.09 2.00  0.86
C9 -2.85 -1.64 0.73  -1.73
N2 -1.95 -1.48 -0.39  0.44
C10 -1.56 -2.68 -1.11  -0.96
C11 -0.51 -3.51 -0.38  -1.06
N3 0.65 -2.73 -0.02  1.09
N4 -0.91 -1.68 2.22  1.22
H1 1.00 -3.82 1.68  0.42
H2 2.19 -4.14 0.44  0.51
H3 3.12 -1.84 0.72  0.29
H4 3.26 -2.90 2.12  0.46
H5 2.59 -0.61 2.57  -0.04
H6 1.24 -0.97 4.23  0.51
H7 1.71 -2.63 3.92  0.49
H8 -0.29 -3.34 5.06  0.52
H9 -2.67 -4.00 4.74  0.43
H10 -3.85 -3.23 2.68  0.54
H11 -3.32 -0.67 0.91  0.25
H12 -3.66 -2.35 0.52  0.36
H13 -2.26 -0.75 -1.01  0.29
H14 -1.15 -2.35 -2.07  0.18
H15 -2.43 -3.32 -1.34  0.36
H16 -0.28 -4.39 -1.00  0.53
H17 -0.94 -3.91 0.55  0.45
H18 1.10 -2.33 -0.84  -0.43
O1 -0.38 3.13 -3.23  -0.74
C12 -0.87 2.25 -2.52  -0.08
N5 -0.70 0.92 -2.62  0.05
C13 -0.47 0.35 -3.81  -0.39
O2 -1.01 0.61 -4.88  -0.73
C14 0.54 -0.81 -3.81  0.35
C15 0.58 -1.62 -4.95  -0.62
C16 1.54 -2.61 -5.03  -0.45
C17 2.45 -2.75 -3.99  -0.99
C18 2.33 -1.90 -2.91  0.17
N6 1.39 -0.96 -2.80  0.21
C19 -1.74 2.74 -1.35  0.54
C20 -2.16 4.06 -1.38  -0.85
C21 -3.03 4.51 -0.40  -0.19
C22 -3.44 3.63 0.58  -1.23
C23 -2.93 2.34 0.55  -0.04
N7 -2.11 1.89 -0.39  0.45
H19 -0.14 -1.43 -5.73  0.53
H20 1.59 -3.26 -5.90  0.43
H21 3.23 -3.49 -4.02  0.44
H22 3.03 -1.97 -2.08  0.33
H23 -1.79 4.69 -2.18  0.52
H24 -3.39 5.54 -0.42  0.46
H25 -4.12 3.93 1.37  0.38
H26 -3.20 1.64 1.34  0.37
C24 -0.05 7.43 2.75  -0.87
C25 1.10 7.07 1.80  -0.95
C26 1.09 5.59 1.42  -0.74
C27 0.58 4.72 2.57  0.86
C28 -0.89 5.08 2.87  0.16
C29 -1.24 6.52 2.49  -0.88
P1 0.70 2.93 2.12  0.08
C30 2.50 2.59 1.80  2.31
C31 2.88 2.71 0.32  -0.45
C32 4.17 1.94 0.04  -0.46
C33 5.17 2.06 1.20  -0.70
C34 4.93 3.34 1.99  -0.97
C35 3.56 3.29 2.67  -0.59
C36 0.43 2.00 3.70  2.05
C37 1.13 2.50 4.99  -0.80
C38 0.12 2.97 6.03  -0.74
C39 -0.83 1.85 6.45  -1.06
C40 -1.28 1.00 5.24  -0.39
C41 -1.06 1.74 3.93  -0.01
H27 -0.32 8.48 2.63  0.46
H28 0.26 7.31 3.79  0.34
H29 2.06 7.32 2.28  0.33
H30 1.05 7.68 0.90  0.46
H31 2.10 5.29 1.11  -0.12
H32 0.45 5.42 0.54  0.25
H33 1.19 4.94 3.45  0.69
H34 -1.09 4.93 3.94  -0.08
H35 -1.56 4.39 2.33  -0.65
H36 -2.12 6.84 3.04  0.58
H37 -1.51 6.56 1.43  0.18
H38 2.55 1.51 2.02  -1.44
H39 3.00 3.76 0.05  0.43
H40 2.08 2.35 -0.34  -0.31
H41 4.62 2.31 -0.89  0.53
H42 3.94 0.89 -0.15  -0.13
H43 6.20 2.01 0.82  0.52
H44 5.07 1.20 1.88  0.21
H45 4.98 4.19 1.30  0.36
H46 5.71 3.50 2.73  0.53
H47 3.25 4.31 2.92  0.05
H48 3.65 2.77 3.63  0.29
H49 0.86 1.02 3.43  -1.95
H50 1.83 3.30 4.77  0.43
H51 1.73 1.69 5.42  0.39
H52 -0.45 3.81 5.62  0.01
H53 0.64 3.37 6.91  0.58
H54 -1.69 2.28 6.96  0.32
H55 -0.33 1.21 7.18  0.38
H56 -2.33 0.72 5.35  0.59
H57 -0.72 0.06 5.21  -0.10
H58 -1.63 2.67 3.92  0.53
H59 -1.45 1.15 3.09  -0.46

Properties
E_LUMO, eV: 0.03
Orbital gap, Ha: 0.291
E_HOMO, eV: -7.89
Relative energy (zero: lowest compared OMol25 entry of this formula, charge and spin), kcal per mole: 7.2

# 4
Below is 2 unconnected molecules or ions with the total composition C6H11N2, with properties calculated with the ωB97M-V functional and the def2-TZVPD basis.

Last column: natural (NBO) charge in e.
Cartesian coordinates (Å):
C1 -2.26 0.75 -0.40  -0.68
C2 -0.94 0.94 -1.06  -0.10
C3 0.29 0.70 -0.35  -0.16
C4 0.57 1.22 0.90  -0.08
N1 1.91 0.90 1.13  -0.51
C5 2.42 0.04 0.18  -0.05
C6 1.39 -0.11 -0.75  -0.33
N2 -0.69 -2.31 0.33  -1.09
H1 -3.10 0.99 -1.06  0.21
H2 -2.28 -0.26 0.01  0.25
H3 -0.88 0.97 -2.15  0.18
H4 -0.46 -2.81 1.19  0.36
H5 0.06 2.07 1.32  0.22
H6 2.24 1.11 2.06  0.41
H7 3.38 -0.40 0.38  0.22
H8 1.52 -0.55 -1.73  0.23
H9 -2.40 1.50 0.40  0.21
H10 0.10 -1.76 0.00  0.38
H11 -0.85 -2.99 -0.41  0.35

Properties
E_LUMO (alpha / beta), eV: 0.97 / 0.76
Orbital gap (alpha / beta), Ha: 0.284 / 0.337
<S²>: 0.7615
E_HOMO (alpha / beta), eV: -6.75 / -8.42
2S+1: 2
Relative energy (zero: lowest compared OMol25 entry of this formula, charge and spin), kcal per mole: 6.3

For the records above, the corresponding strongest force on any atom values read 4.9, 7.1, 0.8, 2.0 eV/A.